Entry 1:
93
Properties=species:S:1:pos:R:3:forces:R:3 method="wB97M-V/def2-TZVPD" mol_weight_g_mol=879.375 homo_energy_ev=-2.31 e_above_lowest_ev=7.968 total_charge=-2 homo_lumo_gap_ev=6.1 energy_ev=-94067.1112 lumo_ev=3.83
Sr -1.414 0.527 -1.603 1.2 -1.1 3.5
O 1.034 -0.600 -4.530 -0.1 -0.2 0.1
C 0.418 -0.244 -3.527 -0.4 0.9 -1.6
O 0.767 -0.281 -2.330 -0.6 0.1 -0.2
C -1.018 0.686 -4.043 -0.2 0.6 1.3
C -0.870 2.238 -3.457 -1.2 -0.4 -2.0
C -1.483 3.082 -4.568 0.3 0.1 -0.1
C -2.976 2.697 -4.432 -0.4 -0.1 -0.1
C -3.042 1.860 -3.132 0.2 -0.2 -1.8
O -1.932 2.595 -2.431 0.2 -2.4 -1.5
C -2.624 0.296 -3.703 3.0 0.7 0.2
C -2.259 -1.395 -3.252 -0.8 -0.6 -0.4
O -2.141 -2.049 -4.283 -0.5 0.7 -0.4
O -2.050 -1.776 -2.087 -0.4 1.0 0.0
H -0.871 0.713 -5.113 0.1 0.0 0.0
H 0.178 2.394 -3.162 -0.6 0.5 0.4
H -1.358 4.142 -4.344 0.1 0.0 -0.1
H -1.062 2.855 -5.548 0.0 0.1 0.0
H -3.581 3.593 -4.292 -0.1 0.0 -0.1
H -3.339 2.149 -5.301 -0.1 0.1 0.0
H -4.005 1.861 -2.617 0.6 0.4 0.4
H -3.204 0.160 -4.605 0.1 0.0 -0.1
O -3.762 3.142 -0.393 -0.2 -0.1 -0.4
S -3.168 2.048 0.366 0.1 0.6 1.2
O -3.689 1.978 1.734 -0.1 0.0 0.0
O -3.449 0.698 -0.278 0.5 0.8 -0.3
O -1.641 2.250 0.427 -1.5 -0.7 -0.6
N 1.406 1.754 -0.231 -0.2 0.2 -0.2
C 2.454 2.014 -0.633 0.1 -0.1 0.2
N 3.715 2.238 -1.027 0.0 -0.1 -0.1
C 3.995 3.484 -1.730 0.0 0.0 0.0
C 5.348 3.348 -2.403 0.0 0.0 0.0
O 6.362 3.016 -1.468 0.0 0.0 0.0
C 6.071 1.785 -0.819 0.0 0.0 0.0
C 4.755 1.856 -0.073 0.0 0.0 0.0
H 4.005 4.334 -1.035 0.0 0.0 0.0
H 3.218 3.652 -2.476 0.0 0.0 0.0
H 5.641 4.293 -2.860 0.0 0.0 0.0
H 5.291 2.575 -3.179 0.0 0.0 0.0
H 6.892 1.596 -0.129 0.0 0.0 0.0
H 6.029 0.977 -1.560 0.0 0.0 0.0
H 4.823 2.594 0.738 0.0 0.0 0.0
H 4.494 0.888 0.355 0.0 0.0 0.0
C -1.904 2.672 3.799 -0.2 0.0 -0.1
Si -0.954 1.092 3.411 0.8 0.6 -0.3
C -0.995 0.198 5.085 -0.2 -0.1 0.0
C 0.849 1.752 3.317 0.2 -0.1 -0.2
Sb -1.003 -0.289 1.195 0.2 -1.5 3.9
Si 0.696 -1.918 2.529 0.9 0.3 -1.1
C 2.289 -1.500 1.523 0.0 0.1 -0.1
C 0.551 -3.797 2.321 -0.3 -0.1 0.1
C 1.491 -1.808 4.265 -0.4 -0.1 0.2
Si -2.801 -1.881 2.170 -0.2 0.0 -0.6
C -4.504 -1.095 2.121 0.0 0.1 0.0
C -2.578 -2.536 3.932 0.1 0.1 0.1
C -2.819 -3.387 1.028 0.1 -0.1 -0.1
H -1.202 3.343 4.306 0.0 0.0 0.1
H -2.754 2.472 4.456 0.0 0.0 0.0
H -2.300 3.153 2.911 0.1 0.0 0.0
H -0.351 0.805 5.731 -0.1 0.0 0.1
H -0.637 -0.826 5.110 0.0 0.0 -0.1
H -2.004 0.204 5.504 0.0 0.1 0.0
H 0.919 2.756 3.746 0.0 0.0 0.1
H 1.197 1.819 2.284 -0.1 0.0 0.0
H 1.551 1.096 3.839 0.0 0.1 0.0
H 2.069 -1.019 0.569 -0.1 0.0 0.0
H 2.852 -2.415 1.303 0.1 0.0 0.1
H 2.926 -0.821 2.103 0.0 0.0 0.0
H 0.262 -4.057 1.306 0.0 0.0 0.0
H -0.172 -4.254 3.003 0.1 0.0 0.0
H 1.541 -4.219 2.524 0.0 0.0 0.0
H 1.612 -0.805 4.668 0.0 0.0 -0.1
H 2.482 -2.249 4.114 0.0 0.0 0.1
H 0.963 -2.402 5.017 0.0 0.0 0.0
H -4.447 -0.018 2.293 0.0 0.0 0.1
H -5.178 -1.560 2.850 0.0 0.0 0.0
H -4.924 -1.197 1.118 0.0 -0.1 0.0
H -2.923 -1.807 4.668 0.0 0.0 0.0
H -1.554 -2.803 4.197 0.0 -0.1 -0.1
H -3.197 -3.436 4.020 0.0 0.0 0.0
H -2.480 -3.115 0.026 0.0 0.0 0.0
H -3.828 -3.803 0.937 0.0 0.0 0.1
H -2.146 -4.170 1.389 0.0 0.0 0.0
C 2.306 -2.874 -1.963 0.0 0.0 0.0
C 0.887 -3.243 -1.615 -0.2 0.0 0.0
C 0.143 -4.072 -2.631 0.0 0.1 0.0
O 0.349 -2.890 -0.590 0.2 -0.1 0.0
H 2.891 -3.790 -2.097 0.0 0.0 0.0
H 2.737 -2.250 -1.186 0.0 0.0 0.0
H 2.305 -2.323 -2.907 0.0 0.0 0.0
H 0.819 -4.721 -3.192 0.0 0.0 0.0
H -0.346 -3.391 -3.334 0.0 0.0 0.0
H -0.643 -4.640 -2.137 0.0 0.0 0.0

Entry 2:
99
Properties=species:S:1:pos:R:3:forces:R:3 method="wB97M-V/def2-TZVPD" mol_weight_g_mol=2062.642 homo_energy_ev=-5.48 total_charge=-1 homo_lumo_gap_ev=6.8 energy_ev=-1461278.0672 lumo_ev=1.36
C -1.048 0.571 -1.611 1.0 0.6 -0.8
C -1.558 1.914 -2.194 -1.0 -0.3 1.6
Cl -0.115 3.077 -2.024 0.0 -0.2 -0.9
C -2.800 2.496 -1.395 1.2 -0.3 -0.9
Cl -2.130 3.226 0.166 -0.8 -0.2 -0.2
Al -4.071 0.928 -1.024 0.0 -0.2 0.0
C -6.034 1.481 -0.891 -1.6 -1.1 -0.6
C -6.658 1.500 -2.278 0.9 1.6 1.9
O -6.595 2.529 -2.947 -0.4 -0.8 -0.7
H -0.061 0.383 -2.095 -0.5 0.0 0.4
H -0.845 0.694 -0.533 -0.6 -0.2 -0.7
H -1.683 -0.295 -1.862 0.0 0.6 0.3
H -1.839 1.829 -3.255 0.4 0.1 0.8
H -3.248 3.322 -1.984 0.4 -0.2 0.5
H -3.937 -0.087 -2.280 -0.2 0.1 -0.2
H -3.537 0.168 0.280 -0.1 0.0 0.2
H -6.557 0.655 -0.343 0.6 0.4 -0.1
H -6.225 2.413 -0.328 0.2 -0.2 -0.5
H -7.186 0.573 -2.621 0.6 0.9 0.1
Br 4.463 0.246 -0.249 0.0 0.0 0.0
C 3.037 1.577 -0.210 0.1 0.1 0.0
C 2.225 1.476 1.054 -0.3 0.0 -0.1
Br 0.996 -0.030 0.996 0.4 -0.2 0.5
H 2.444 1.436 -1.110 0.0 0.0 0.1
H 3.545 2.539 -0.261 -0.1 0.0 0.0
H 1.591 2.355 1.167 0.0 0.0 -0.1
H 2.834 1.354 1.946 0.1 0.0 -0.1
Br 4.615 5.694 -0.423 0.0 0.0 0.1
C 5.642 5.507 1.223 0.0 -0.1 -0.3
C 5.271 4.250 1.961 0.0 0.0 0.3
Br 3.564 4.442 2.879 0.0 0.0 -0.1
H 5.473 6.409 1.805 0.0 -0.1 0.0
H 6.683 5.471 0.907 0.0 -0.1 0.1
H 5.996 4.040 2.746 0.0 0.0 0.0
H 5.185 3.382 1.311 0.0 0.1 0.0
Br 0.746 -3.953 -0.747 0.0 0.1 0.0
C 0.423 -4.258 1.151 0.0 -0.3 -0.2
C -1.027 -4.575 1.416 -0.2 0.3 0.2
Br -2.128 -2.969 1.347 0.0 0.0 -0.1
H 0.775 -3.375 1.678 -0.1 0.0 0.0
H 1.055 -5.105 1.412 -0.1 0.1 0.0
H -1.155 -4.963 2.425 0.1 0.0 -0.2
H -1.449 -5.280 0.704 0.1 0.0 0.0
Br 3.411 -6.273 2.364 0.1 0.0 0.1
C 3.088 -6.579 4.262 0.1 -0.2 -0.2
C 1.639 -6.892 4.532 -0.1 0.2 0.3
Br 0.541 -5.286 4.463 0.1 -0.1 0.2
H 3.439 -5.696 4.789 -0.1 0.0 0.0
H 3.719 -7.428 4.524 -0.1 0.0 0.0
H 1.513 -7.280 5.542 0.1 0.0 0.0
H 1.215 -7.597 3.822 0.1 0.0 0.0
Br -2.179 2.460 -5.535 0.0 0.1 -0.5
C -3.802 2.464 -6.609 0.1 0.2 0.1
C -4.934 1.780 -5.888 -0.1 -0.1 -0.1
Br -4.727 -0.157 -5.939 0.0 0.0 0.1
H -3.554 1.998 -7.559 0.0 0.0 0.1
H -4.032 3.517 -6.774 0.0 0.0 0.0
H -5.881 1.982 -6.387 0.1 0.0 0.0
H -5.014 2.063 -4.840 0.0 0.0 0.0
Br 0.217 -10.671 5.291 0.0 0.0 -0.1
C 1.455 -11.540 4.064 0.0 0.0 0.3
C 2.285 -10.529 3.317 0.0 0.0 -0.4
Br 1.261 -9.672 1.901 0.0 0.0 0.1
H 0.862 -12.172 3.409 0.0 0.1 0.0
H 2.088 -12.165 4.692 0.0 0.0 -0.1
H 3.118 -11.017 2.811 0.0 0.0 0.1
H 2.667 -9.737 3.956 0.0 -0.1 0.0
Br 2.600 0.427 4.573 0.0 0.0 0.1
C 1.180 1.759 4.590 0.2 0.1 0.0
C 0.359 1.673 5.849 -0.3 0.0 0.0
Br -0.867 0.161 5.799 0.1 0.0 0.1
H 0.596 1.608 3.685 0.0 -0.1 0.1
H 1.691 2.720 4.532 0.0 0.0 0.0
H -0.276 2.553 5.949 0.0 0.0 -0.1
H 0.964 1.560 6.744 0.0 0.0 -0.1
Br 0.897 4.315 -7.959 0.0 0.1 -0.1
C 0.926 5.946 -6.899 0.1 -0.2 0.1
C -0.341 6.097 -6.096 0.0 0.2 0.0
Br -1.827 6.678 -7.214 0.0 -0.1 0.0
H 1.099 6.770 -7.586 -0.1 0.0 0.0
H 1.785 5.843 -6.238 -0.1 0.0 0.0
H -0.226 6.877 -5.344 0.0 0.0 0.0
H -0.652 5.174 -5.612 0.0 0.0 -0.1
Br 6.797 3.201 5.443 0.1 0.0 -0.1
C 8.742 3.256 5.381 -0.2 0.0 0.2
C 9.243 4.565 4.829 0.2 0.0 -0.2
Br 9.044 4.647 2.893 0.0 0.0 0.1
H 9.065 2.397 4.799 0.0 0.1 0.0
H 9.063 3.132 6.414 0.0 0.1 -0.1
H 10.311 4.672 5.010 0.0 0.0 0.0
H 8.720 5.426 5.237 0.0 -0.1 0.0
Br -9.503 -3.198 -5.865 -0.1 0.0 0.1
C -9.689 -1.385 -5.172 0.0 0.0 -0.2
C -8.375 -0.848 -4.667 0.0 0.1 0.3
Br -7.910 -1.606 -2.937 -0.2 -0.7 -0.2
H -10.458 -1.418 -4.406 0.1 0.0 0.0
H -10.043 -0.795 -6.015 0.1 0.0 0.0
H -8.444 0.228 -4.498 0.0 0.0 0.0
H -7.543 -1.052 -5.335 0.0 0.0 0.0

Entry 3:
82
Properties=species:S:1:pos:R:3:forces:R:3 method="wB97M-V/def2-TZVPD" mol_weight_g_mol=532.396 homo_energy_ev=-4.51 total_charge=-1 homo_lumo_gap_ev=6.6 energy_ev=-38620.9473 lumo_ev=2.09
C 0.976 0.253 3.309 0.9 -2.1 -3.6
C 1.409 -0.274 1.953 -2.4 2.1 3.1
Nb 1.863 -2.500 1.801 0.8 2.5 2.5
C 4.126 -2.179 2.036 1.8 0.4 -0.9
C 4.524 -0.823 2.891 1.7 -0.5 0.5
C 5.216 0.363 1.946 -0.1 0.4 0.9
C 4.390 1.779 1.957 0.8 0.9 -0.3
C 4.474 2.391 0.424 0.9 -0.5 0.3
O 4.204 3.835 0.331 -1.7 -1.2 0.8
C 2.838 4.178 0.756 -1.1 1.4 -0.1
C 1.641 3.533 -0.162 0.1 -0.9 0.2
C -0.405 -2.875 1.461 0.9 -1.3 -0.2
O -1.031 -1.550 1.556 -4.0 -0.3 -3.3
C -2.193 -1.401 0.671 -3.5 0.8 -1.6
C -2.207 -1.693 -0.961 -2.0 1.0 1.3
C -3.497 -1.483 -1.951 -0.1 0.4 3.6
C -3.278 -1.811 -3.576 0.2 0.7 0.8
C -4.919 -0.979 -1.311 3.8 -0.6 2.3
C -4.975 -0.665 0.297 3.2 -1.1 -1.7
C -3.643 -0.844 1.292 -0.3 -0.5 -2.9
C -3.878 -0.436 2.867 -0.6 0.7 -0.2
C -2.623 0.453 3.513 0.3 -0.4 -0.9
C -4.323 -1.710 3.815 -0.3 0.8 0.8
B 2.184 -2.455 -0.458 1.2 -1.5 -2.5
O 3.241 -3.378 -1.003 -2.5 -0.6 0.4
N 1.460 -1.587 -1.469 2.2 -0.8 -2.2
C 2.107 -0.212 -1.606 -0.9 0.7 1.8
C 1.514 -2.264 -2.855 -0.6 -0.5 -0.4
H 1.224 1.326 3.708 -0.9 -2.0 -0.9
H 0.353 -0.533 3.957 2.0 2.0 -1.1
H 1.526 0.452 1.043 0.5 -0.8 2.1
H 1.619 -2.711 3.595 -0.1 -0.8 0.8
H 2.131 -4.320 1.727 -0.5 -0.2 -0.3
H 4.624 -2.037 0.963 -0.9 -0.4 2.2
H 4.676 -3.133 2.496 -1.3 2.0 -0.9
H 3.668 -0.421 3.584 1.6 -0.6 -1.6
H 5.399 -1.163 3.629 -1.9 0.8 -1.4
H 6.294 0.607 2.398 -2.3 -0.6 -1.1
H 5.383 0.034 0.836 -0.5 0.3 2.1
H 4.978 2.559 2.641 -1.3 -1.6 -1.5
H 3.306 1.723 2.395 2.0 -0.2 -1.1
H 3.828 1.810 -0.363 1.0 0.9 1.7
H 5.611 2.248 0.090 -2.5 0.5 0.7
H 2.633 3.963 1.908 0.6 0.1 -2.4
H 2.743 5.362 0.644 0.5 -2.5 0.2
H 1.641 2.374 0.022 -0.1 2.2 -0.4
H 0.565 3.919 0.179 2.5 -0.6 -0.8
H 1.808 3.688 -1.332 -0.3 -0.1 2.7
H -0.493 -3.401 0.421 -0.6 1.0 2.0
H -0.758 -3.515 2.375 0.3 0.9 -1.9
H -1.175 -2.054 -1.419 -2.4 0.9 1.0
H -4.147 -1.337 -4.218 1.6 -1.1 1.4
H -2.277 -1.262 -3.906 -2.1 -1.3 0.7
H -3.195 -2.973 -3.791 -0.2 2.5 0.6
H -5.841 -0.854 -2.020 1.9 -0.2 1.6
H -6.004 -0.296 0.779 2.6 -0.9 -1.1
H -4.808 0.312 2.880 2.0 -1.7 -0.3
H -1.960 -0.225 4.237 -1.5 1.6 -1.7
H -1.964 0.779 2.575 -1.2 -0.6 2.3
H -3.004 1.427 4.076 0.7 -2.2 -1.1
H -4.528 -2.699 3.224 0.6 2.0 1.1
H -5.331 -1.401 4.376 2.1 -0.8 -1.2
H -3.516 -1.823 4.676 -1.6 -0.2 -2.0
H 3.013 -4.332 -0.760 0.7 2.1 0.0
H 1.232 0.572 -1.400 2.0 -1.3 -0.8
H 2.851 -0.115 -0.683 -1.2 0.1 -2.2
H 2.635 -0.029 -2.634 -0.9 -0.4 2.0
H 1.233 -3.415 -2.747 0.7 2.5 -0.3
H 2.557 -2.153 -3.376 -1.8 -0.4 1.0
H 0.719 -1.785 -3.572 1.3 -0.7 1.4
C -2.327 1.979 -3.364 0.0 0.0 0.4
C -3.407 2.877 -3.948 0.4 -0.5 -0.4
C -4.220 2.149 -5.006 -0.4 0.0 -0.1
O -2.801 4.029 -4.528 0.0 0.4 -0.2
H -1.624 1.657 -4.140 -0.1 0.0 -0.1
H -1.742 2.520 -2.613 -0.2 -0.1 -0.1
H -2.762 1.091 -2.896 0.1 0.1 0.0
H -4.070 3.223 -3.148 0.2 0.1 -0.2
H -3.584 1.832 -5.840 0.1 -0.1 0.1
H -4.985 2.811 -5.426 0.1 -0.1 0.1
H -4.712 1.266 -4.587 0.1 0.1 -0.1
H -2.210 3.731 -5.240 -0.3 0.1 0.4